# C21H56BO19

A cluster of 12 separate species, C21H56BO19 in total in a non-equilibrium geometry (wB97M-V/def2-TZVPD, the Open Molecules 2025 dataset).

Values from the calculation:
Energy relative to the best compared isomer or geometry (same formula, charge and spin): 0.0 kJ/mol
Max |F|: 1.1 eV Å⁻¹
Gap between HOMO and LUMO: 9.77 eV
E_HOMO: -7.551 eV
LUMO energy: 2.22 eV
Total charge: -1
Molecular weight: 623.472 g mol⁻¹

Structure (XYZ):
```
97
C21H56BO19 (wB97M-V/def2-TZVPD)
O -0.1461 -3.3007 -1.9177
C 0.4126 -2.4602 -1.2860
O -0.0848 -1.2866 -0.9117
B 0.9175 -0.5409 -0.1643
O 2.1249 -1.3927 -0.1489
C 1.8556 -2.5392 -0.7364
O 2.5798 -3.4834 -0.8523
O 0.5054 -0.1759 1.2019
C 0.3023 1.1203 1.2896
O -0.1110 1.7351 2.2264
C 0.8821 1.7447 -0.0046
O 1.2307 0.7628 -0.8055
O 0.9935 2.9174 -0.2320
C -1.6625 -5.3169 -4.3546
O -1.6201 -5.7207 -2.9992
H -1.6773 -4.2278 -4.4593
H -0.7914 -5.6857 -4.9105
H -2.5648 -5.7057 -4.8271
H -1.1310 -5.0279 -2.5430
C -2.9941 3.6315 0.7966
C -4.0149 4.5534 1.4302
O -4.7936 3.7406 2.3036
H -3.5466 2.7914 0.3664
H -2.3487 3.2585 1.5916
H -2.4176 4.0652 -0.0187
H -4.6733 5.0004 0.6777
H -3.5042 5.3499 1.9797
H -5.2074 4.2802 2.9816
C -0.4024 5.9755 -1.2958
C -0.0664 6.2490 0.1592
O 1.1734 5.6627 0.5069
H 0.4157 6.3458 -1.9179
H -1.3167 6.4460 -1.6662
H -0.4897 4.8981 -1.4500
H -0.8415 5.8444 0.8241
H 0.0287 7.3154 0.3648
H 1.1114 4.7102 0.3373
C -3.6125 1.6055 5.4132
C -2.2618 1.2997 4.8080
O -1.5339 0.3597 5.6163
H -3.5776 1.7618 6.4907
H -4.2739 0.7506 5.2308
H -4.0984 2.4563 4.9310
H -1.6160 2.1836 4.7875
H -2.3759 0.8897 3.8059
H -0.6359 0.7130 5.6642
C 4.0834 -0.5223 -3.0170
C 2.7952 0.0914 -3.4898
O 2.9650 0.4134 -4.8840
H 4.9410 0.1233 -3.1973
H 4.2589 -1.4875 -3.4932
H 4.0311 -0.7236 -1.9427
H 2.5453 1.0065 -2.9530
H 1.9542 -0.6043 -3.3894
H 2.2366 0.9844 -5.1426
C -2.2017 1.7405 -2.2985
C -1.7911 0.7580 -3.3814
O -2.8998 0.2047 -4.0733
H -1.3396 2.2669 -1.8841
H -2.6442 1.1700 -1.4790
H -2.9197 2.4693 -2.6796
H -1.2897 -0.0986 -2.9268
H -1.0493 1.1880 -4.0680
H -3.3891 0.9152 -4.4988
C -2.8555 -1.1406 1.8665
C -3.7677 0.0100 1.5176
O -5.0711 -0.1391 2.0769
H -1.9037 -0.9358 1.3789
H -3.2142 -2.0924 1.4745
H -2.7494 -1.2162 2.9495
H -3.8671 0.0460 0.4184
H -3.3399 0.9806 1.7897
H -5.5541 0.6789 1.9292
C 0.6686 -6.4447 -0.8794
C 1.9800 -7.0081 -0.3823
O 1.7547 -8.3559 0.0491
H 0.8390 -5.6668 -1.6212
H 0.1047 -5.9901 -0.0639
H 0.0683 -7.2123 -1.3621
H 2.3809 -6.4274 0.4534
H 2.7230 -6.9835 -1.1885
H 2.5743 -8.7179 0.3955
C 4.7626 0.8881 0.8530
C 5.2239 -0.5004 1.2525
O 5.6261 -0.4548 2.6438
H 4.4902 1.0033 -0.1962
H 5.4985 1.6406 1.1384
H 3.8741 1.1301 1.4471
H 6.0590 -0.8363 0.6333
H 4.4215 -1.2332 1.2096
H 6.5836 -0.5007 2.6798
O 5.2639 -3.7343 -1.8361
H 4.9616 -4.5432 -2.2575
H 4.5088 -3.4667 -1.2915
O 1.0846 1.3039 4.8604
H 0.8181 1.8571 4.1122
H 1.6244 0.6125 4.4646
```

# C21H56F6O21PS7

A cluster of 8 separate species, C21H56F6O21PS7 in total in a non-equilibrium geometry (wB97M-V/def2-TZVPD, the Open Molecules 2025 dataset).

Values from the calculation:
Energy relative to the best compared isomer or geometry (same formula, charge and spin): 526.6 kJ/mol
Max |F|: 5.2 eV Å⁻¹
Gap between HOMO and LUMO: 10.67 eV
E_HOMO: -8.742 eV
LUMO energy: 1.93 eV
Total charge: -1
Molecular weight: 1014.089 g mol⁻¹

Structure (XYZ):
```
112
C21H56F6O21PS7 (wB97M-V/def2-TZVPD)
P -1.1158 0.4960 -1.0154
F -1.7542 2.0353 -1.1876
F 0.4926 0.9883 -0.8734
F -1.5958 0.7649 0.4780
F -0.5591 -0.9675 -0.5513
F -2.6531 -0.0665 -1.1860
F -0.9792 0.0581 -2.5632
O -2.3661 5.8827 -4.4253
S -0.9831 5.5166 -4.6428
O -0.5870 5.1356 -6.0032
O 0.0799 6.7632 -4.1566
C 1.4863 6.6492 -4.3578
C 2.1477 8.0116 -4.6403
C -0.4546 4.2698 -3.4175
H 1.7174 5.9400 -5.1527
H 1.9158 6.2810 -3.4261
H 1.5079 8.8415 -4.9404
H 2.8363 7.7571 -5.4459
H 2.7880 8.2059 -3.7798
H -1.1814 3.4632 -3.5138
H -0.6681 4.6944 -2.4366
H 0.5790 4.0041 -3.6394
O -5.2445 -1.3671 3.7680
S -3.8412 -1.7103 3.9330
O -3.2565 -1.4491 5.2157
O -3.4896 -3.2184 3.3803
C -3.6600 -3.3865 1.9739
C -3.9294 -4.9562 1.7083
C -2.9461 -0.6230 2.8177
H -2.8263 -3.0346 1.3662
H -4.5047 -2.8340 1.5625
H -3.8696 -5.1725 0.6416
H -4.9273 -5.2711 2.0134
H -3.1339 -5.5476 2.1617
H -3.3985 -0.7172 1.8305
H -2.0450 -1.1695 2.5393
H -2.5581 0.3260 3.1876
O 0.4196 -4.3070 2.6526
S 1.5701 -3.4334 2.6628
O 1.7040 -2.3223 3.6261
O 2.9170 -4.3900 2.7255
C 3.1035 -5.0041 4.0614
C 4.1354 -6.0695 3.8100
C 1.7636 -2.8863 0.9823
H 2.2291 -5.3879 4.5871
H 3.4822 -4.1695 4.6515
H 3.9631 -6.7031 2.9399
H 4.3137 -6.5421 4.7759
H 5.0911 -5.5844 3.6112
H 1.0941 -2.0368 0.8473
H 1.6991 -3.6004 0.1614
H 2.7157 -2.3768 0.8332
O 2.8540 2.7286 2.2841
S 2.4727 1.3263 2.5008
O 2.9829 0.3329 1.5614
O 2.8107 0.9445 4.0538
C 3.7888 0.0445 4.2912
C 3.7850 -0.3397 5.7951
C 0.6089 1.2419 2.5891
H 4.7372 0.5725 4.1919
H 3.5716 -0.8372 3.6883
H 2.8534 -0.8153 6.1018
H 4.0972 0.4615 6.4649
H 4.5180 -1.1174 6.0097
H 0.2340 2.0245 1.9294
H 0.1699 1.4347 3.5680
H 0.3107 0.2893 2.1512
O -3.4728 -6.2991 -2.0609
S -2.3933 -5.2943 -1.9879
O -1.3797 -5.4125 -0.9506
O -1.7811 -5.1642 -3.5276
C -0.6154 -4.4892 -3.5952
C -0.5049 -4.1118 -5.0751
C -3.1569 -3.5104 -1.7907
H 0.1064 -5.2271 -3.2449
H -0.4562 -3.6615 -2.9041
H -0.0731 -5.0040 -5.5286
H 0.1378 -3.2377 -5.1800
H -1.4659 -3.8020 -5.4858
H -2.2961 -2.8497 -1.6874
H -3.7402 -3.5449 -0.8706
H -3.8082 -3.3891 -2.6563
O -1.0713 4.9541 3.6369
S -2.1322 4.2398 2.9906
O -2.3776 2.7819 3.3049
O -3.6036 4.9483 3.2500
C -3.5891 6.3052 3.6020
C -5.0261 6.8361 3.3223
C -2.0959 4.4932 1.2340
H -2.9421 6.9297 2.9860
H -3.4811 6.6312 4.6365
H -5.7087 6.0742 3.6987
H -5.2698 6.8340 2.2599
H -5.2576 7.8051 3.7646
H -2.9261 5.0385 0.7852
H -2.0868 3.5215 0.7402
H -1.1247 4.9714 1.1068
O 4.6840 -2.5950 -2.0566
S 4.1856 -1.4061 -2.7357
O 4.9475 -0.1180 -2.6947
O 3.8403 -1.7860 -4.3826
C 3.5275 -0.6804 -5.2814
C 2.5564 -1.1073 -6.3375
C 2.3733 -1.0597 -2.1940
H 4.3671 -0.1104 -5.6791
H 2.9685 0.0453 -4.6906
H 1.7783 -1.7349 -5.9030
H 3.0361 -1.6711 -7.1375
H 2.0002 -0.2680 -6.7550
H 1.8048 -1.9848 -2.2890
H 2.1020 -0.2092 -2.8194
H 2.4013 -0.7524 -1.1486
```

# C21H56N4O11S

A cluster of 6 separate species, C21H56N4O11S in total in a non-equilibrium geometry (wB97M-V/def2-TZVPD, the Open Molecules 2025 dataset).

Values from the calculation:
Energy relative to the best compared isomer or geometry (same formula, charge and spin): 0.0 kJ/mol
Max |F|: 5.0 eV Å⁻¹
Gap between HOMO and LUMO: 4.02 eV
E_HOMO: -0.190 eV
LUMO energy: 3.83 eV
Total charge: -2
Molecular weight: 572.763 g mol⁻¹

Structure (XYZ):
```
93
C21H56N4O11S (wB97M-V/def2-TZVPD)
N -0.8544 0.4735 1.1392
H -1.3217 1.3606 1.3179
H -1.1563 0.1505 0.2069
H -1.1277 -0.1382 1.9437
H 0.1827 0.7147 1.1711
S 2.1196 1.7127 2.6224
O 3.3276 2.5662 2.5131
O 1.7090 1.1196 1.3408
O 2.6237 0.6194 3.4803
O 1.0011 2.4848 3.1982
C -2.4646 -2.8403 2.3104
C -2.0911 -2.1468 3.6228
C -1.2232 -3.0517 4.5090
O -1.5168 -0.8790 3.5128
H -3.3545 -2.4185 1.8358
H -2.7143 -3.8866 2.5216
H -1.5967 -2.7530 1.6493
H -3.0688 -2.0418 4.1325
H -0.2867 -3.3147 4.0063
H -1.7596 -3.9101 4.9241
H -0.8307 -2.4231 5.3114
C 4.9909 -0.7492 -4.6901
O 5.1065 -1.6026 -3.5675
C 5.4666 -2.9368 -3.8801
C 5.4906 -3.7486 -2.6041
N 4.1537 -4.0027 -2.0301
C 4.3275 -4.5036 -0.6407
C 2.9360 -4.4855 0.0038
O 2.3997 -3.1695 0.0224
C 0.9952 -3.1725 -0.0342
H 4.9334 0.2750 -4.3246
H 4.0300 -0.9771 -5.1629
H 5.7525 -0.7619 -5.4753
H 6.4938 -2.9635 -4.2645
H 4.8868 -3.4888 -4.6280
H 6.1545 -3.2086 -1.9182
H 5.8989 -4.7461 -2.7826
H 3.6734 -3.1109 -1.9423
H 5.0664 -3.8675 -0.1479
H 4.6627 -5.5425 -0.6441
H 2.9721 -4.8851 1.0214
H 2.2788 -5.1288 -0.5877
H 0.4936 -2.2068 -0.0821
H 0.6619 -3.6650 0.8863
H 0.5714 -3.7113 -0.8923
C 0.7827 1.0067 -5.2123
O 0.3694 0.7689 -3.8943
C -0.6071 1.7064 -3.4519
C -0.8071 1.5215 -1.9533
N -1.2069 0.1470 -1.5756
C -2.6155 -0.1854 -1.7477
C -2.9028 -1.5706 -1.1308
O -2.2523 -2.5369 -1.9406
C -2.5503 -3.8760 -1.5874
H -0.0773 1.0764 -5.8860
H 1.4125 0.1954 -5.5838
H 1.4428 1.8715 -5.3413
H -1.5567 1.4436 -3.9349
H -0.3851 2.7520 -3.6795
H -1.6059 2.2272 -1.7046
H 0.0460 1.8287 -1.3468
H -0.6808 -0.4172 -2.2371
H -2.9151 -0.1046 -2.7999
H -3.2496 0.5470 -1.2398
H -3.9835 -1.7259 -1.0318
H -2.5263 -1.6319 -0.1072
H -1.9690 -4.2527 -0.7414
H -2.2873 -4.4996 -2.4417
H -3.6177 -3.9237 -1.3566
C -1.7159 7.9166 2.0488
O -1.7971 6.5888 1.5998
C -0.5183 6.0205 1.4541
C -0.5954 4.6627 0.7261
N -0.9513 3.5460 1.6308
C -2.0695 3.8059 2.5482
C -2.5421 2.5110 3.2153
O -3.3397 1.8049 2.2709
C -4.1095 0.8253 2.9218
H -2.7506 8.2166 2.2307
H -1.3114 8.5981 1.2926
H -1.1669 8.0741 2.9823
H -0.1169 5.8185 2.4551
H 0.2498 6.6414 0.9741
H 0.3305 4.3496 0.2463
H -1.3775 4.7432 -0.0375
H -0.1169 3.1901 2.1305
H -2.8582 4.2902 1.9684
H -1.8070 4.5319 3.3286
H -3.0726 2.8446 4.1156
H -1.6795 1.9448 3.5830
H -4.7945 1.2872 3.6446
H -3.4452 0.1498 3.4753
H -4.6951 0.2322 2.2165
```

# C21H56O7

A cluster of 7 separate species, C21H56O7 in total in a non-equilibrium geometry (wB97M-V/def2-TZVPD, the Open Molecules 2025 dataset).

Values from the calculation:
Energy relative to the best compared isomer or geometry (same formula, charge and spin): 150.6 kJ/mol
Max |F|: 2.8 eV Å⁻¹
Gap between HOMO and LUMO: 9.98 eV
E_HOMO: -9.551 eV
LUMO energy: 0.43 eV
SMILES string: CC(C)O.CC(C)O.CC(C)O.CC(C)O.CC(C)O.CC(C)O.CC(C)O
Molecular weight: 420.672 g mol⁻¹

Structure (XYZ):
```
84
C21H56O7 (wB97M-V/def2-TZVPD)
C -0.5848 1.2557 3.3872
C -0.7191 2.3844 4.4051
C -2.1291 2.3671 5.1044
O 0.2386 2.3007 5.4898
H 0.4128 1.2891 2.9417
H -1.3101 1.4977 2.6144
H -0.7646 0.2361 3.7310
H -0.5925 3.3278 3.8336
H -2.0806 1.6274 5.8810
H -2.8930 2.1220 4.3542
H -2.3615 3.3151 5.5336
H 1.1073 2.2057 5.1054
C -1.4367 -5.8986 1.1514
C -1.2420 -4.8414 2.1682
C -2.3672 -3.7593 2.0983
O -1.1793 -5.3927 3.4788
H -2.3647 -6.3991 1.4052
H -0.7009 -6.7051 1.2106
H -1.4135 -5.4881 0.1175
H -0.2582 -4.3751 2.0184
H -2.1952 -2.9606 2.7985
H -3.3022 -4.1769 2.4377
H -2.5729 -3.3186 1.1246
H -0.4079 -5.9538 3.4107
C -3.7854 -0.7936 -3.3910
C -4.5450 -1.9550 -2.7020
C -4.1951 -1.9840 -1.2431
O -5.9273 -1.8524 -2.9448
H -3.9471 0.1360 -2.8220
H -4.1212 -0.7025 -4.4350
H -2.6796 -0.9875 -3.3387
H -4.2860 -2.9123 -3.1397
H -4.8426 -2.6781 -0.7703
H -4.3506 -0.9880 -0.8531
H -3.1583 -2.2087 -1.1214
H -6.2984 -0.9710 -2.7296
C 2.6624 1.8684 -5.8258
C 1.7715 2.2849 -4.6514
C 1.3569 3.7305 -4.7451
O 0.5955 1.4123 -4.6472
H 2.2467 2.1788 -6.8037
H 2.8385 0.7911 -5.8092
H 3.6103 2.3566 -5.6762
H 2.2633 2.0881 -3.7043
H 0.7217 4.0471 -5.5333
H 2.2855 4.3397 -4.6800
H 0.8631 3.9833 -3.7970
H -0.1626 1.8295 -4.2449
C -0.5530 0.8721 -1.4550
C 0.0520 0.5945 -0.0674
C -0.4276 -0.7779 0.4021
O 1.4522 0.7271 -0.1076
H -0.2371 1.8711 -1.8321
H -1.6331 0.8621 -1.4008
H -0.2600 0.1348 -2.2195
H -0.3065 1.3180 0.6742
H -0.1284 -0.9647 1.4630
H -0.1363 -1.6537 -0.1884
H -1.5249 -0.7091 0.3802
H 1.7995 -0.0435 -0.5918
C 4.5275 -1.6388 0.7384
C 3.5209 -2.3672 -0.1383
C 2.3878 -3.0564 0.6129
O 2.9070 -1.4245 -1.0451
H 4.9525 -2.2702 1.4964
H 4.0339 -0.7447 1.1456
H 5.3582 -1.2656 0.1049
H 3.9925 -3.1236 -0.7878
H 1.8783 -2.4052 1.3144
H 2.8730 -3.8381 1.1920
H 1.6946 -3.5276 -0.0709
H 3.6575 -1.0399 -1.5029
C 2.2554 4.5450 2.4694
C 1.8255 3.5133 1.4534
C 1.3282 4.1355 0.1339
O 2.8434 2.5683 1.2791
H 3.0839 5.1919 2.1420
H 2.5425 4.0861 3.4124
H 1.3806 5.1268 2.7598
H 0.9418 3.0306 1.9069
H 1.3504 3.4265 -0.7169
H 1.9795 4.9474 -0.1801
H 0.2816 4.3898 0.2883
H 2.5078 1.8373 0.7427
```

# C21H56O7

A structure of composition C21H56O7 in a non-equilibrium geometry (wB97M-V/def2-TZVPD, the Open Molecules 2025 dataset).

Values from the calculation:
Energy relative to the best compared isomer or geometry (same formula, charge and spin): 2641.2 kJ/mol
Max |F|: 19.9 eV Å⁻¹
Gap between HOMO and LUMO: 7.47 eV
E_HOMO: -7.682 eV
LUMO energy: -0.22 eV
Molecular weight: 420.672 g mol⁻¹

Structure (XYZ):
```
84
C21H56O7 (wB97M-V/def2-TZVPD)
C -0.4038 -1.8148 3.3785
C 0.8344 -2.6477 3.1386
C 2.1617 -2.0040 3.6378
O 0.7008 -3.8920 3.9127
H -0.4967 -1.6067 4.4444
H -1.2769 -2.3618 3.0226
H -0.4109 -0.8923 2.7979
H 0.8035 -2.8549 2.0689
H 2.2530 -1.1401 2.9795
H 3.0246 -2.6631 3.5420
H 1.9855 -1.7251 4.6766
H 1.2208 -4.6109 3.5461
C 2.4660 1.2893 1.7496
C 3.6131 1.0403 0.7997
C 3.7063 -0.3623 0.2896
O 3.5128 2.0294 -0.1949
H 2.2073 2.3433 1.8509
H 2.6698 0.8740 2.7365
H 1.5128 0.8607 1.4400
H 4.4585 1.2187 1.4642
H 2.9172 -0.5030 -0.4491
H 3.6693 -1.2358 0.9405
H 4.6018 -0.4422 -0.3265
H 3.7475 1.5291 -0.9800
C -0.5408 2.1504 -2.3465
C 0.2725 1.8895 -3.5402
C 1.5314 1.1136 -3.1780
O -0.5948 1.0570 -4.3226
H -0.7433 1.2875 -1.7120
H -1.5286 2.5222 -2.6189
H -0.0962 2.9302 -1.7282
H 0.3858 2.7565 -4.1910
H 1.3349 0.0929 -2.8499
H 2.0638 1.6175 -2.3712
H 2.2659 1.0578 -3.9814
H -0.6722 0.2087 -3.8800
C 1.1880 -0.5166 -0.8370
C -0.0629 -1.3414 -0.7783
C -0.4999 -1.5938 0.6734
O -1.0752 -0.6572 -1.4826
H 1.9719 -1.0061 -0.2591
H 0.9608 0.4901 -0.4862
H 1.4975 -0.4382 -1.8792
H 0.1668 -2.2933 -1.2571
H -1.5797 -1.7337 0.7223
H -0.3314 -0.7439 1.3348
H 0.0478 -2.4487 1.0699
H -0.7597 -0.7829 -2.3806
C 0.7570 2.3690 3.3179
C -0.0395 1.3487 2.3933
C -1.2472 0.8317 3.1393
O -0.5184 2.1502 1.2727
H 1.3449 1.9103 4.1128
H 0.0889 3.1158 3.7468
H 1.4643 2.9488 2.7249
H 0.6250 0.5510 2.0614
H -1.5648 -0.0469 2.5779
H -2.1324 1.4559 3.2611
H -0.9512 0.5524 4.1505
H -0.8852 1.5132 0.6553
C -1.5104 -2.5883 -2.7886
C -1.4112 -1.3439 -3.6916
C -2.6904 -0.4735 -3.5829
O -0.2599 -0.6606 -3.2636
H -1.8436 -3.4713 -3.3339
H -2.0205 -2.4299 -1.8385
H -0.4805 -2.7512 -2.4711
H -1.3683 -1.6567 -4.7348
H -3.5032 -1.1582 -3.8249
H -2.5759 0.2160 -4.4194
H -2.7492 -0.0033 -2.6013
H 0.4921 -1.0329 -3.7299
C -2.7323 1.7698 -1.2146
C -2.2856 1.3912 0.2189
C -3.2432 0.2870 0.7882
O -1.0128 0.8193 0.1685
H -3.7289 2.1825 -1.0578
H -2.6532 0.9182 -1.8904
H -2.0893 2.5470 -1.6275
H -2.4055 2.3218 0.7736
H -2.9901 0.1470 1.8391
H -3.2696 -0.6794 0.2848
H -4.2186 0.7579 0.9100
H -1.0720 0.1455 -0.5128
```